A molecular structure, C12H28BeN4O7Sr2 in a non-equilibrium geometry. Source: OMol25; level of theory: the ωB97M-V functional and the def2-TZVPD basis.

Summary:
Calculated total energy in a.u.: -1294.67175
Net charge: +3
LUMO (alpha / beta) in eV: -11.832 / -11.775
HOMO (alpha / beta) in eV: -14.946 / -14.944
2S+1: 2
Orbital gap (alpha / beta) in eV: 3.11 / 3.17

Each line ends with the natural charge from an NBO analysis.
Geometry (Å):
Sr 0.049 3.371 3.953  1.86
Sr -3.697 2.718 1.389  1.87
Be -1.651 -0.335 3.193  0.79
O -2.176 0.674 0.772  -1.05
C -0.912 0.912 0.123  -0.13
C 0.398 1.361 0.947  -0.10
O 0.362 1.360 2.318  -0.99
H -0.915 1.583 -0.735  0.19
H -0.708 -0.083 -0.274  0.19
H 0.672 2.313 0.493  0.13
H 1.196 0.654 0.720  0.18
C -4.611 -1.477 0.001  -0.48
N -4.522 -0.950 -1.390  0.52
O -4.365 0.275 -1.656  -0.46
O -4.587 -1.772 -2.260  -0.29
H -4.173 -0.631 0.531  0.20
H -4.100 -2.433 -0.117  0.26
H -5.669 -1.350 0.228  0.25
C -1.068 -3.196 0.907  0.56
O -1.099 -2.478 1.827  -0.74
N -1.890 -4.296 0.804  -0.41
C -1.914 -4.986 -0.478  -0.42
C -2.948 -4.641 1.761  -0.42
H -0.361 -3.021 0.082  0.13
H -0.993 -4.727 -0.998  0.21
H -2.726 -4.771 -1.172  0.21
H -2.011 -6.056 -0.295  0.23
H -3.863 -4.146 1.436  0.19
H -3.001 -5.718 1.919  0.24
H -2.791 -4.221 2.754  0.22
C 0.977 0.767 -3.749  0.52
O -0.245 0.951 -3.886  -0.63
N 1.500 -0.250 -3.013  -0.43
C 2.984 -0.310 -2.919  -0.41
C 0.808 -1.300 -2.267  -0.42
H 1.760 1.367 -4.238  0.13
H 3.053 -0.370 -1.833  0.18
H 3.458 0.503 -3.468  0.22
H 3.481 -1.223 -3.247  0.22
H 1.130 -1.286 -1.226  0.17
H -0.259 -1.081 -2.298  0.23
H 1.078 -2.277 -2.668  0.22
C 3.181 3.071 2.452  0.56
O 2.573 3.234 3.483  -0.82
N 3.712 4.041 1.708  -0.37
C 4.076 3.773 0.276  -0.41
C 3.878 5.443 2.075  -0.45
H 3.062 2.184 1.811  0.15
H 3.116 4.015 -0.179  0.20
H 4.275 2.738 -0.002  0.23
H 4.913 4.420 0.013  0.25
H 3.096 5.834 2.725  0.21
H 4.869 5.734 2.424  0.26
H 3.600 6.089 1.242  0.23